Record 1
This record from the OMol25 dataset describes a structure of composition C5H15CrF2INO2 in a non-equilibrium geometry. The level of theory is the ωB97M-V functional and the def2-TZVPD basis.

```
27
Properties=species:S:1:pos:R:3
Cr 9.83184 7.74644 12.81938
I 12.19438 8.67156 14.14810
F 9.10930 6.60471 14.36678
F 10.34263 5.92378 11.93617
C 5.43600 7.78769 12.55704
C 6.78488 8.48300 12.29566
C 7.29323 9.07629 13.61022
O 8.62026 9.55670 13.47915
C 8.91632 10.64413 14.30781
N 7.79264 7.49968 11.80508
H 4.59229 8.47169 12.68988
H 5.56620 7.13696 13.42021
H 5.15301 7.23367 11.65811
H 6.68599 9.29016 11.56389
H 7.22771 8.36611 14.44226
H 6.62155 9.90074 13.89176
H 9.93641 10.97743 14.11834
H 8.91569 10.34663 15.36306
H 8.25697 11.51360 14.20630
H 7.37798 6.60671 12.08343
H 7.66130 7.38974 10.79632
C 10.61382 10.19810 10.79830
O 10.47392 8.79801 11.01268
H 11.59099 10.47908 10.39508
H 9.85513 10.57340 10.09878
H 10.52209 10.71989 11.75116
H 11.02043 8.38507 10.33578
```

Its total charge is -1. The multiplicity is 5. The calculation puts the calculated total energy at -52973.9382 eV. The HOMO-LUMO gap (alpha / beta) is 0.1927 / 0.2479 Eh. The HOMO energy (alpha / beta) is -2.5 / -4.0 eV. For the molar mass, the calculation gives 338.1 Da. The LUMO energy (alpha / beta) is 2.768 / 2.753 eV.

Atom charges from the Mulliken analysis, given in e for atoms 1 to 2: number 1, Cr, carries 0.698; number 2, I, carries -0.641

***

Record 2
This record from the OMol25 dataset describes a cluster of 2 separate species, C5H15N in total in a non-equilibrium geometry. The level of theory is the ωB97M-V functional and the def2-TZVPD basis.

```
21
Properties=species:S:1:pos:R:3
C 3.70702 0.34947 -0.97782
C 5.01735 0.84133 -1.59489
C 4.76871 2.11713 -2.40796
H 3.20156 1.18520 -0.50862
H 3.78767 -0.45096 -0.23207
H 3.04289 -0.08242 -1.72398
H 5.42181 0.05310 -2.23523
H 5.78187 1.04734 -0.87149
H 5.03704 2.96907 -1.78070
H 5.48998 2.15039 -3.22730
H 3.75215 2.27804 -2.74762
C -4.44674 -2.12443 2.43243
C -4.92100 -1.18748 1.33944
N -4.06254 0.02436 1.32495
H -3.51510 -2.62283 2.15020
H -4.23322 -1.58367 3.35064
H -5.15147 -2.92029 2.69454
H -4.81427 -1.68048 0.36999
H -5.96513 -0.91721 1.48375
H -4.62301 0.86165 1.17172
H -3.51104 0.05568 0.46837
```

Its total charge is 0. The calculation puts the calculated total energy at -6917.9250 eV. The HOMO-LUMO gap is 0.3916 Eh. The HOMO energy is -9.5 eV. For the molar mass, the calculation gives 89.2 Da. Its SMILES is CCC.CCN. The calculation puts the energy above the lowest of the compared OMol25 structures with the same formula, charge and spin at 34.3 kJ/mol. The LUMO energy is 1.171 eV.

Atom charges from the Mulliken analysis, given in e for atoms 1 to 2: number 1, C, carries -1.184; number 2, C, carries -0.164

***

Record 3
This record from the OMol25 dataset describes a cluster of 2 separate species, C5H15N in total in a non-equilibrium geometry. The level of theory is the ωB97M-V functional and the def2-TZVPD basis.

```
21
Properties=species:S:1:pos:R:3
C -0.22260 -1.67289 2.32930
C 0.31147 -0.45125 1.57267
C 1.53887 0.26664 2.14935
H 0.47942 -2.08377 3.05774
H -0.60125 -2.46066 1.67566
H -1.11016 -1.43550 2.92574
H -0.54187 0.21642 1.45659
H 0.54226 -0.76664 0.54885
H 2.43109 0.07754 1.56079
H 1.31020 1.31616 2.31372
H 1.75193 -0.13655 3.14539
C 0.33056 0.51797 -2.82832
C -1.14014 0.43690 -2.43456
N -1.57050 1.24671 -1.29807
H 0.89222 0.97144 -2.01139
H 0.79757 -0.46257 -2.95268
H 0.48596 1.08160 -3.74341
H -1.77171 0.72757 -3.28062
H -1.48355 -0.58451 -2.25456
H -1.09660 0.97565 -0.44720
H -1.33316 2.21974 -1.48498
```

Its total charge is 0. The calculation puts the calculated total energy at -6917.8334 eV. The HOMO-LUMO gap is 0.3786 Eh. The HOMO energy is -9.3 eV. For the molar mass, the calculation gives 89.2 Da. Its SMILES is CCC.CCN. The calculation puts the energy above the lowest of the compared OMol25 structures with the same formula, charge and spin at 43.1 kJ/mol. The LUMO energy is 1.028 eV.

Atom charges from the Mulliken analysis, given in e for atoms 1 to 2: number 1, C, carries -1.202; number 2, C, carries 0.139